C3H9NO2S in the gas phase at a distorted geometry. Source: the Open Molecules 2025 dataset; level of theory: ωB97M-V/def2-TZVPD.

Positions of all 16 atoms, in Å:
1 S -2.579128 -0.280303 -0.057424
2 O -2.920650 0.658508 -1.030524
3 O -3.345515 -0.361866 1.142436
4 N -1.010055 -0.428618 0.514998
5 C 0.117083 0.994567 -1.143257
6 C 1.383461 -0.597316 0.484344
7 C 0.181959 -0.370897 -0.365194
8 H -0.057987 1.765988 -0.333175
9 H 1.850360 -1.612519 0.397431
10 H 0.829161 1.134568 -1.973180
11 H -0.870642 0.509108 1.279361
12 H -0.023337 -1.031363 -1.125019
13 H -0.785610 1.010540 -1.644884
14 H -2.728472 -1.401000 -0.729280
15 H 0.965725 -0.547242 1.501078
16 H 2.251957 0.102366 0.375249

Atomic forces in eV per Å
0.22 -2.01 2.58
-0.04 2.56 -1.89
-0.31 0.24 0.33
0.45 3.68 2.39
0.94 -0.15 1.97
1.52 -0.91 0.95
-1.02 3.14 -0.81
1.11 -0.12 -1.21
-0.67 0.69 -0.07
0.47 0.28 1.07
-0.95 -3.58 -2.59
0.10 -2.38 -1.52
-2.01 -0.10 -1.03
0.49 -1.17 -0.11
0.83 0.06 0.02
-1.12 -0.24 -0.08

The spin multiplicity is 1. The value obtained for the LUMO energy is 0.663 eV. The charge is 0. The SMILES is CC(C)N[SH](=O)=O. The energy above the lowest of the compared OMol25 structures with the same formula, charge and spin is 3.621 eV. The frontier orbital gap is 11.060 eV.


2 unconnected molecules or ions with the total composition C2H3NS2 at a distorted geometry. Source: the Open Molecules 2025 dataset; level of theory: ωB97M-V/def2-TZVPD.

Positions of all 8 atoms, in Å:
1 S -2.916207 -1.047404 0.255008
2 S 0.404048 0.522299 0.696438
3 N -2.669702 1.631595 -0.260380
4 C -2.609632 0.471736 0.068977
5 C 1.298021 -0.715065 0.121063
6 H 2.394024 -0.572464 -0.048623
7 H 1.006904 -1.799325 -0.102678
8 H -2.558665 2.438949 0.310726

Atomic forces in eV per Å
0.40 -0.47 0.18
0.92 -1.38 -0.57
0.52 -0.73 0.06
-1.36 0.64 -0.58
0.51 -0.29 0.16
-0.90 0.04 0.06
-0.25 1.70 0.42
0.17 0.48 0.27

The spin multiplicity is 1. The value obtained for the LUMO energy is -0.559 eV. The charge is 0. The SMILES is N=C=S.C=S. The energy above the lowest of the compared OMol25 structures with the same formula, charge and spin is 1.209 eV. The frontier orbital gap is 8.317 eV.


12 unconnected molecules or ions with the total composition C33H45BCl34FN3O10PS3 at a distorted geometry. Source: the Open Molecules 2025 dataset; level of theory: ωB97M-V/def2-TZVPD.

Positions of all 131 atoms, in Å:
1 Cl 2.625057 5.529139 4.177169
2 Cl 1.384635 -3.989426 -4.417706
3 Cl 11.035374 -6.140739 0.768426
4 Cl 4.664006 3.539025 1.792487
5 Cl 8.806623 -7.709411 1.762159
6 Cl 7.593736 -6.489054 -1.028301
7 Cl 5.972207 -8.891063 -1.060056
8 Cl 4.916359 -6.414838 -2.151044
9 Cl 4.415147 7.325573 5.580562
10 Cl -5.630871 4.544471 6.922671
11 Cl 8.664305 6.700262 5.382286
12 Cl 2.870274 -7.175657 -0.017189
13 Cl 10.079640 -5.746809 3.481882
14 Cl -2.190601 6.234441 3.437196
15 Cl 3.318589 8.110725 3.013230
16 Cl -0.533663 -5.801399 -5.636446
17 Cl -2.512977 -10.978937 -0.382836
18 Cl -4.949538 1.812202 6.203871
19 Cl 1.828641 -5.563596 2.182450
20 Cl 4.474042 4.628937 -0.896528
21 Cl -0.259631 -9.596217 0.802373
22 Cl 6.044539 -3.063380 -2.389354
23 Cl 6.427245 4.930379 4.858487
24 Cl -3.707433 -5.500913 -0.212054
25 Cl 9.125421 4.105970 4.166939
26 Cl 0.085204 8.018058 3.602216
27 Cl 2.519309 2.681386 0.057531
28 Cl -3.127275 3.983455 5.571123
29 Cl -1.451564 -8.606437 -1.663560
30 Cl 6.235018 -2.475867 -5.224089
31 Cl 0.225502 -3.359907 -7.010411
32 Cl -2.216453 8.773195 2.007436
33 Cl 7.298523 -4.970218 -4.191300
34 Cl 0.088310 -6.355710 -0.001282
35 S -3.086998 5.766197 -0.150001
36 S -2.944347 -4.562859 -1.858029
37 S -1.559012 4.191412 -3.382357
38 P -2.283250 1.337649 2.206232
39 F -6.250693 1.432143 2.535125
40 O -0.460052 -0.650729 -0.291644
41 O -2.253447 6.205207 -1.238590
42 O -1.871522 5.269214 -4.266035
43 O -4.819704 2.702548 3.556944
44 O -7.026509 1.076066 -3.106633
45 O -6.161736 3.131827 -2.306528
46 O -1.910217 -5.367264 -2.420105
47 O -4.465793 5.467442 -0.436086
48 O -1.001968 3.047251 -4.044013
49 O -3.986058 -4.238711 -2.782221
50 N -3.728753 1.718856 -1.412208
51 N 1.537083 0.385337 -0.632680
52 N -1.770996 2.445899 3.195851
53 C 0.765982 -4.658129 -5.943536
54 C -3.183074 3.733729 -2.683294
55 C 2.148199 -1.607211 -1.874306
56 C -1.061358 -10.036284 -0.713684
57 C 3.579768 4.037380 0.501408
58 C -2.384924 3.020638 -0.131617
59 C -0.667676 1.437625 -1.337977
60 C 2.732849 -3.012911 0.403482
61 C -3.253740 2.158311 0.832485
62 C 2.832358 -3.621247 -0.833622
63 C 2.335005 -1.687923 0.522508
64 C 3.885440 6.757813 4.002188
65 C -5.213621 2.288167 2.523438
66 C -3.135251 2.865132 -1.471956
67 C -2.298730 4.393232 0.635400
68 C -4.526155 1.155882 -2.523357
69 C 10.323989 -6.918604 2.185711
70 C -1.663782 7.926632 3.461238
71 C -3.519087 0.958147 -0.157946
72 C -4.520163 -0.141796 0.201107
73 C 1.468128 -6.832763 0.995541
74 C -4.820524 3.512100 5.745525
75 C 2.553042 -2.923928 -2.001021
76 C -4.685111 2.678062 1.159742
77 C 2.034915 -0.997797 -0.634244
78 C -0.899569 2.603233 -0.314452
79 C 8.136508 5.021227 5.303391
80 C -3.216063 -1.859876 -1.255177
81 C 6.367901 -7.395473 -1.910999
82 C 7.015303 -3.261088 -3.849161
83 C -2.246603 -3.055945 -1.192808
84 C 0.142908 0.323092 -0.710924
85 C -3.819148 -1.517485 0.111056
86 B -5.984940 1.822954 -2.650555
87 H -1.157165 0.763708 1.587440
88 H -4.634897 0.079000 -2.425236
89 H 11.014013 -7.673550 2.538540
90 H -6.934345 3.220663 -1.733514
91 H 2.960877 4.845078 0.875332
92 H -0.380722 -10.651679 -1.287050
93 H -3.926803 1.305586 -3.424187
94 H 1.215442 -7.729836 1.534622
95 H 6.766716 -7.653542 -2.883567
96 H -0.065200 1.818000 -2.161659
97 H -5.415630 -0.169488 -0.423439
98 H -2.624250 -1.038753 -1.670498
99 H -2.099143 2.283356 4.141595
100 H -1.558466 0.928089 -1.676618
101 H -3.024581 -1.592731 0.861421
102 H -1.392461 -2.842126 -1.837561
103 H 3.114212 -4.660480 -0.925231
104 H -4.009264 -2.033319 -1.986030
105 H 7.973709 -2.786329 -3.685874
106 H 8.251099 4.581284 6.285260
107 H -3.673579 4.688368 -2.500154
108 H -5.310081 3.638782 4.788112
109 H 1.886830 -1.044739 -2.768918
110 H -3.679731 3.260613 -3.524997
111 H 4.735270 6.309540 3.503561
112 H -3.049037 6.744568 0.794699
113 H 2.227892 -1.225598 1.495082
114 H 1.938837 0.779017 -1.478699
115 H -3.095245 0.371787 2.838918
116 H -4.539538 -2.303270 0.352640
117 H -2.106197 8.414086 4.320515
118 H -6.904035 0.139998 -2.910530
119 H -2.703286 4.327654 1.649127
120 H 2.599198 -3.370462 -2.996463
121 H -4.869610 -0.078691 1.231058
122 H 2.953254 -3.640638 1.259223
123 H -2.560942 0.420931 -0.114315
124 H -5.406087 2.368350 0.404640
125 H -0.425982 2.359560 0.636281
126 H -1.831626 -3.204716 -0.197094
127 H -4.749554 3.767945 1.174883
128 H 1.576199 -5.183750 -6.431973
129 H -0.792226 4.709975 -2.387021
130 H -0.327717 3.452691 -0.682405
131 H -1.262656 4.695050 0.791137

Atomic forces in eV per Å
0.05 -0.02 -0.08
-0.69 -0.47 -0.98
0.01 -0.02 0.00
0.06 0.03 0.00
0.11 -0.09 0.21
-0.12 0.00 -0.16
0.00 -0.01 -0.04
0.18 -0.12 -0.24
-0.22 0.21 0.00
0.00 0.03 0.16
-0.03 -0.02 0.03
-0.31 -0.07 0.32
0.02 -0.03 0.00
0.03 0.19 0.09
0.08 -0.08 -0.06
0.04 0.01 0.02
0.03 -0.04 0.01
0.01 0.01 0.19
-0.12 -0.46 0.22
-0.08 -0.04 0.03
-0.08 -0.32 0.01
0.07 0.06 -0.02
0.23 -0.39 0.05
0.01 0.19 -0.20
-0.02 -0.01 0.04
-0.19 0.02 -0.02
0.52 0.68 0.32
-0.16 0.05 0.36
-0.10 -0.22 -0.16
0.03 0.01 0.01
0.05 -0.01 0.01
-0.03 0.07 0.02
0.12 0.12 -0.19
0.31 0.22 0.19
0.10 0.92 -0.04
0.44 -0.10 -1.46
-0.65 0.77 -2.59
0.92 2.68 1.86
0.03 -0.02 -0.54
-0.28 0.16 0.36
0.29 -0.17 -0.16
-0.12 0.53 0.51
0.48 -0.98 -2.30
0.23 -0.05 0.76
0.44 -0.45 0.62
0.51 -0.34 0.91
-0.22 -0.43 0.22
0.39 -0.71 1.26
-0.73 0.32 0.73
-0.19 -0.72 -0.99
-1.03 -1.82 -1.09
-0.15 -0.66 -0.33
-0.15 0.01 0.00
0.73 0.01 0.66
-0.04 0.14 -0.45
-0.19 0.07 -0.09
-0.05 0.17 0.04
-0.08 1.97 1.67
1.72 0.30 0.69
0.18 -0.28 0.11
-0.90 -3.50 -1.52
0.04 -0.28 -0.67
-0.03 -0.01 0.02
-0.04 0.17 0.18
0.05 0.08 0.06
-0.36 -0.30 0.91
0.04 0.37 -0.24
0.23 0.30 -0.21
-0.08 0.04 0.00
0.24 0.04 -0.06
0.35 0.42 1.37
0.13 -0.82 -0.16
-0.01 0.40 -0.16
-0.32 0.66 1.14
-0.06 0.39 0.40
-0.09 0.55 0.51
0.45 0.15 0.18
-0.09 -0.99 -1.05
0.12 0.08 -0.14
0.05 0.09 0.07
0.06 0.12 0.12
-0.12 -0.04 0.04
-0.14 0.63 -0.10
-0.18 -0.53 0.07
-0.10 -0.26 -0.34
-0.23 0.00 -0.30
-0.80 -0.70 -0.44
0.28 0.03 0.27
0.01 0.01 -0.01
-0.30 0.47 -0.52
0.02 -0.01 0.00
0.03 0.01 0.04
-0.23 -0.11 -0.17
-0.06 -0.03 0.09
-0.03 0.00 0.00
-0.45 0.06 -0.30
0.00 0.27 0.02
-0.02 0.07 0.24
0.17 0.32 0.00
0.08 0.30 -0.37
-0.04 0.22 0.04
-0.02 -0.36 -0.15
0.07 -0.01 0.25
0.04 -0.25 0.04
0.00 -0.02 -0.02
-0.04 -0.01 -0.01
-0.06 -0.11 0.22
0.00 0.46 1.24
0.04 0.00 0.03
0.13 -0.01 -0.06
-0.05 0.00 -0.07
0.05 -0.33 0.05
0.04 0.08 -0.04
-0.15 0.67 0.23
-0.08 -0.34 -0.75
-0.02 0.07 0.15
-0.07 -0.06 -0.01
-0.18 -0.11 -0.52
-0.08 -0.28 -0.15
0.70 0.33 1.14
-0.07 0.44 -0.05
0.04 0.56 -0.03
0.05 0.16 -1.14
0.15 -0.10 -0.08
-0.23 0.22 0.14
-0.13 -0.27 0.00
0.18 0.01 -0.05
0.02 0.03 0.02
-0.17 -0.44 0.17
-0.21 0.18 0.06
0.00 0.04 -0.13

The spin multiplicity is 1. The value obtained for the LUMO energy is -4.143 eV. The charge is +1. The frontier orbital gap is 7.144 eV.


HOMO level values, unit eV, following the record order: -10.397, -8.876, -11.287.